No. 1
CH11N2O3 | the ωB97M-V functional and the def2-TZVPD basis

Calculated values
Net charge: +1
Orbital gap, eV: 8.47
Strongest force on any atom, eV Å⁻¹: 3.0
Highest occupied orbital energy, eV: -14.1

Element x y z (Å)
N  1.47  2.27  0.02
C  0.91  2.88  1.05
N  0.03  2.32  2.01
H  1.22  1.26  -0.08
H  1.41  2.76  -0.89
H  1.17  3.94  1.13
H  -0.93  2.60  2.14
H  0.03  1.36  2.49
H  -2.70  -0.75  -1.07
H  -1.19  -1.34  -0.81
O  -2.13  -1.52  -1.00
H  1.71  -1.32  -0.21
H  0.51  -2.14  -0.38
O  0.76  -1.25  -0.32
H  -0.40  -3.78  -2.02
H  -1.41  -3.63  -0.99
O  -0.46  -3.66  -1.07

---

No. 2
CH11N5O | the ωB97M-V functional and the def2-TZVPD basis

Calculated values
Orbital gap, eV: 9.68
Strongest force on any atom, eV Å⁻¹: 0.6
Highest occupied orbital energy, eV: -8.6
SMILES: CNNN.NNO

Element x y z (Å)
C  -2.44  -0.68  0.60
N  2.02  -0.66  0.52
N  -1.15  -0.07  0.45
N  2.27  0.73  0.45
H  2.84  -1.19  0.84
H  -0.43  -0.62  0.93
H  2.06  1.13  1.36
H  3.22  0.98  0.16
H  -3.20  -0.06  0.11
H  -2.51  -1.69  0.18
H  -2.68  -0.73  1.66
N  -0.71  0.06  -0.94
N  -0.28  1.36  -1.23
O  1.83  -1.15  -0.81
H  0.95  -0.82  -1.08
H  -1.50  -0.15  -1.54
H  0.62  1.49  -0.76
H  -0.92  2.07  -0.88

---

No. 3
CH11NO4 | the ωB97M-V functional and the def2-TZVPD basis

Calculated values
Orbital gap, eV: 4.58
Strongest force on any atom, eV Å⁻¹: 2.3
Highest occupied orbital energy, eV: -9.8

Element x y z (Å)
C  -1.16  0.84  0.53
N  -0.09  0.98  1.45
H  -2.12  1.08  0.99
H  -1.22  -0.23  0.19
H  -0.96  1.42  -0.36
H  -0.02  0.04  1.93
H  0.03  -2.10  2.60
O  -0.07  -1.46  1.87
H  0.41  -1.73  0.31
H  0.25  -1.09  -1.17
O  0.69  -1.77  -0.64
H  2.27  1.12  -1.41
H  0.77  1.15  0.90
O  1.47  1.15  -0.87
H  0.73  0.68  -1.43
H  -0.55  -0.12  -2.93
O  -0.43  0.03  -1.97

---

No. 4
CH11NO4 | the ωB97M-V functional and the def2-TZVPD basis

Calculated values
Orbital gap, eV: 10.19
Strongest force on any atom, eV Å⁻¹: 2.4
Highest occupied orbital energy, eV: -9.8
SMILES: C=N.O.O.O.O

Element x y z (Å)
C  -1.90  2.73  -1.53
N  -1.80  1.83  -0.64
H  -2.77  3.39  -1.60
H  -1.12  2.93  -2.27
H  -2.74  1.43  -0.55
H  -0.36  -0.53  2.11
H  -1.00  0.65  2.58
O  -0.11  0.29  2.57
H  1.21  0.45  -0.42
H  1.99  -0.60  -1.19
O  1.54  0.24  -1.31
H  -0.36  -2.93  -0.28
H  -0.31  -1.57  -0.47
O  -0.23  -2.16  0.31
H  1.89  -2.06  0.89
H  3.28  -2.24  1.24
O  2.77  -1.85  0.54

---

No. 5
CH11NO5 | the ωB97M-V functional and the def2-TZVPD basis

Calculated values
Orbital gap, eV: 11.08
Strongest force on any atom, eV Å⁻¹: 2.4
Highest occupied orbital energy, eV: -10.4
SMILES: NC=O.O.O.O.O

Element x y z (Å)
C  1.39  0.02  -1.30
N  2.34  1.01  -1.11
O  0.39  0.36  -1.94
H  1.52  -1.02  -0.96
H  3.13  0.88  -0.50
H  2.22  1.84  -1.65
H  1.24  0.21  2.37
H  0.35  -0.78  1.57
O  1.25  -0.56  1.80
H  -1.77  -1.40  0.41
H  -2.11  -1.44  1.98
O  -1.36  -1.42  1.33
H  -2.01  -2.28  -2.01
H  -1.43  -0.79  -1.81
O  -2.07  -1.43  -1.48
H  -0.72  2.07  0.34
H  -1.30  2.74  1.74
O  -1.07  2.00  1.22

---

No. 6
CH11NSi4 | the ωB97M-V functional and the def2-TZVPD basis

Calculated values
Orbital gap, eV: 9.70
Strongest force on any atom, eV Å⁻¹: 4.8
Highest occupied orbital energy, eV: -9.5
SMILES: C1[SiH2][SiH2]N[SiH2][SiH2]1

Element x y z (Å)
C  1.50  0.82  -0.67
N  -1.23  -1.31  -0.20
Si  1.61  -0.33  0.95
Si  -0.14  1.79  -0.66
Si  -0.12  -1.75  1.03
Si  -1.91  0.42  -0.80
H  2.41  1.47  -0.52
H  1.46  0.12  -1.42
H  -1.95  -1.98  -0.07
H  2.72  -1.08  0.79
H  2.02  0.58  2.21
H  -0.48  2.82  0.45
H  -0.16  2.57  -1.79
H  -0.49  -1.76  2.57
H  0.19  -3.05  0.79
H  -1.95  -0.06  -2.20
H  -3.47  0.70  -0.46

---

No. 7
CH11O4S | the ωB97M-V functional and the def2-TZVPD basis

Calculated values
Net charge: -1
Orbital gap, eV: 7.25
Strongest force on any atom, eV Å⁻¹: 2.9
Highest occupied orbital energy, eV: -3.6

Element x y z (Å)
C  2.56  0.11  -0.20
S  2.29  -0.39  1.52
H  3.63  0.14  -0.44
H  2.38  1.18  -0.37
H  2.00  -0.47  -0.93
H  -0.42  -1.82  1.84
H  0.51  -1.71  0.71
O  -0.41  -2.01  0.90
H  0.60  0.96  1.63
H  -0.78  1.11  2.54
O  -0.30  1.36  1.78
H  -2.91  0.43  -2.21
H  -2.01  0.23  -3.44
O  -2.87  0.56  -3.17
H  -1.46  -0.66  -0.17
H  -1.12  0.69  0.33
O  -1.70  0.27  -0.34

---

No. 8
CH11O4S | the ωB97M-V functional and the def2-TZVPD basis

Calculated values
Orbital gap (spin up / spin down), eV: 10.85 / 6.99
Strongest force on any atom, eV Å⁻¹: 1.7
Highest occupied orbital energy (spin up / spin down), eV: -10.5 / -10.1
Multiplicity: 2

Element x y z (Å)
C  -1.10  -0.08  -0.87
S  0.26  1.01  -1.40
H  -1.18  -0.11  0.22
H  -2.08  0.28  -1.15
H  -0.99  -1.10  -1.26
H  1.68  0.31  2.16
H  1.05  0.79  0.82
O  0.84  0.44  1.69
H  -1.72  -0.40  -3.33
H  -3.02  0.25  -3.65
O  -2.63  -0.63  -3.57
H  2.96  -0.07  -0.01
H  2.41  0.43  -1.28
O  3.23  0.11  -0.91
H  0.24  -1.15  4.09
H  -0.14  0.24  3.85
O  0.20  -0.32  4.59

---

> Look up the strongest force on any atom of the eighth one.

1.7 eV Å⁻¹

---

> The lowest strongest force on any atom belongs to which entry?

CH11N5O